Entry 1:
The following is a quantum chemistry calculation of the molecule C9H12N2OS in a non-equilibrium geometry, from the Open Molecules 2025 dataset.

## Properties
ΔE to the lowest compared entry with this formula, charge and spin: 60.23 kcal per mole
multiplicity: 1
max |F|: 3.804 eV Å⁻¹
Kohn-Sham gap (alpha / beta): 6.122 / 6.120 eV

Each line ends with the Mulliken charge.
Atoms and positions in Å:
C  1.23  2.03  -1.30  -0.8209
C  0.24  2.66  -1.96  -0.1272
C  -0.80  -1.11  0.63  0.8188
C  0.96  0.79  0.71  0.4904
C  0.45  -0.53  1.32  0.4609
C  0.05  -0.10  -1.27  0.2382
C  -1.97  -1.71  1.26  -1.3857
C  0.38  -0.72  2.86  -1.5511
C  0.31  -0.46  -2.69  -1.3072
N  -0.83  -0.96  -0.66  -0.4426
N  0.83  0.86  -0.63  0.1744
O  1.40  1.67  1.39  -0.5771
S  -1.34  2.08  -2.20  -0.2891
H  2.11  2.46  -0.89  0.4183
H  0.36  3.70  -2.26  0.3389
H  1.32  -1.14  1.03  0.2895
H  -2.57  -2.24  0.60  0.4392
H  -2.60  -1.02  1.79  0.3198
H  -1.64  -2.42  2.04  0.3312
H  -0.51  -0.10  3.17  0.3119
H  1.29  -0.21  3.27  0.4237
H  0.28  -1.78  3.06  0.3676
H  0.65  -1.55  -2.88  0.3435
H  0.99  0.23  -3.19  0.3514
H  -0.61  -0.43  -3.19  0.3831



Entry 2:
The following is a quantum chemistry calculation of the molecule C9H12N2S in a non-equilibrium geometry, from the Open Molecules 2025 dataset.

## Properties
ΔE to the lowest compared entry with this formula, charge and spin: 35.07 kcal per mole
SMILES: CN1c2ccccc2N[C@]1(C)S
multiplicity: 1
max |F|: 5.823 eV Å⁻¹
Kohn-Sham gap: 7.609 eV

Each line ends with the Mulliken charge.
Atoms and positions in Å:
C  1.04  -2.09  -0.16  -1.0354
N  0.51  -0.85  0.03  0.1286
C  -0.77  -0.39  -0.10  0.9098
C  -1.90  -1.10  -0.49  -0.7388
C  -3.11  -0.42  -0.51  -0.7086
C  -3.20  0.98  -0.36  -0.5504
C  -2.03  1.65  -0.03  -0.4428
C  -0.79  0.99  0.12  0.0705
N  0.49  1.46  0.37  -0.3177
C  1.50  0.49  0.09  0.4674
C  2.44  0.37  1.33  -1.7565
S  2.26  0.80  -1.57  -0.2344
H  1.21  -2.27  -1.27  0.3099
H  2.01  -2.23  0.19  0.3614
H  0.41  -2.91  0.35  0.2950
H  -1.99  -2.13  -0.62  0.3997
H  -3.96  -0.80  -1.00  0.3454
H  -4.12  1.49  -0.38  0.4295
H  -2.09  2.77  0.20  0.2324
H  0.69  2.39  0.05  0.3089
H  2.74  1.36  1.64  0.4107
H  3.23  -0.24  1.15  0.5034
H  1.86  0.15  2.16  0.4622
H  3.58  0.55  -1.21  0.1499



Entry 3:
The following is a quantum chemistry calculation of an isolated ion of composition C9H12N3 and charge +1 in a non-equilibrium geometry, from the Open Molecules 2025 dataset.

## Properties
ΔE to the lowest compared entry with this formula, charge and spin: 141.71 kcal per mole
multiplicity: 1
max |F|: 5.391 eV Å⁻¹
total charge: +1
Kohn-Sham gap (alpha / beta): 5.332 / 7.785 eV

Each line ends with the Mulliken charge.
Atoms and positions in Å:
C  -2.97  -2.18  1.04  -0.0703
C  -2.74  -1.93  -0.33  -1.2432
C  -2.45  -1.49  2.11  -0.7676
C  -1.83  -0.91  -0.57  0.1722
C  -1.51  -0.49  1.82  0.0029
C  -1.13  -0.17  0.49  0.4944
C  0.08  1.41  -0.90  -0.6268
C  1.58  1.96  -0.59  -0.4618
C  3.56  0.66  -0.95  -0.6182
N  2.23  0.21  0.89  -0.5879
N  -0.34  0.83  0.23  -0.3001
N  2.41  0.90  -0.04  0.7749
H  -3.54  -3.02  1.22  0.3919
H  -3.23  -2.60  -0.91  0.4766
H  -2.72  -1.86  3.13  0.3189
H  -1.47  -0.74  -1.57  0.3017
H  -0.95  -0.05  2.58  0.4637
H  -0.49  2.26  -1.21  0.3407
H  0.33  0.76  -1.69  0.4113
H  2.14  2.33  -1.44  0.2231
H  1.48  2.64  0.21  0.3637
H  4.53  0.32  -0.53  0.3177
H  3.64  1.50  -1.67  0.2587
H  3.41  -0.34  -1.32  0.3636



Entry 4:
The following is a quantum chemistry calculation of C9H12N3NiO2S as an isolated structure in a non-equilibrium geometry, from the Open Molecules 2025 dataset.

## Properties
ΔE to the lowest compared entry with this formula, charge and spin: 0.00 kcal per mole
multiplicity: 4
max |F|: 1.373 eV Å⁻¹
expectation value of S²: 3.776
Kohn-Sham gap (alpha / beta): 4.345 / 7.096 eV

Each line ends with the Mulliken charge.
Atoms and positions in Å:
Ni  1.00  1.06  -0.04  0.2250
O  0.02  0.29  1.44  -0.7209
N  -0.49  -0.92  1.09  0.4485
C  -0.54  -1.93  2.04  -0.5026
C  -1.14  -3.11  1.75  -0.5358
C  -1.68  -3.36  0.47  -0.4725
C  -1.50  -2.37  -0.52  -0.6641
C  -0.90  -1.17  -0.23  0.4845
S  -0.55  0.06  -1.41  -0.4586
H  -0.10  -1.67  2.99  0.4144
H  -1.19  -3.87  2.52  0.3771
H  -2.18  -4.29  0.24  0.3848
H  -1.82  -2.54  -1.54  0.3793
C  -0.83  4.94  0.10  -1.0387
C  -0.28  3.73  -0.59  1.0001
N  -0.87  3.36  -1.73  -0.3049
O  0.68  3.10  -0.11  -0.7691
H  -1.63  5.40  -0.47  0.3555
H  -0.03  5.67  0.26  0.2904
H  -1.20  4.64  1.08  0.2684
H  -1.71  3.81  -2.06  0.2089
H  -0.66  2.45  -2.10  0.1073
C  3.06  -2.68  -0.58  -0.9306
C  2.72  -1.29  -0.41  0.7042
N  2.45  -0.19  -0.29  -0.1394
H  2.89  -2.96  -1.62  0.2819
H  2.42  -3.30  0.05  0.2780
H  4.10  -2.85  -0.32  0.3289



Entry 5:
The following is a quantum chemistry calculation of the molecule C9H12N4 in a non-equilibrium geometry, from the Open Molecules 2025 dataset.

## Properties
ΔE to the lowest compared entry with this formula, charge and spin: 142.85 kcal per mole
SMILES: CC1=N[C@@H]2C=N[C@H]1/N=C\C(C)=C\N2
multiplicity: 1
max |F|: 3.687 eV Å⁻¹
Kohn-Sham gap (alpha / beta): 7.790 / 7.791 eV

Each line ends with the Mulliken charge.
Atoms and positions in Å:
C  -0.22  -3.22  -0.70  -1.3176
C  -0.20  -1.73  -0.70  0.8593
N  -1.08  -1.07  -1.35  -0.6496
C  -0.79  0.25  -1.74  -0.0288
C  0.63  0.28  -2.17  -0.4367
N  1.48  -0.26  -1.40  -0.5865
C  1.11  -0.95  -0.22  -0.1102
N  1.14  -0.53  1.14  -0.5545
C  0.88  0.52  1.79  0.0254
C  0.32  1.87  1.46  -0.1755
C  -0.68  2.44  2.43  -1.4935
C  0.16  1.66  0.11  -0.0123
N  -0.84  1.46  -0.85  -0.3484
H  -0.43  -3.53  -1.68  0.3475
H  -1.01  -3.85  -0.14  0.2990
H  0.68  -3.56  -0.20  0.3355
H  -1.64  0.40  -2.44  0.3868
H  1.06  0.53  -3.14  0.3547
H  1.87  -1.73  -0.26  0.5564
H  1.00  0.50  2.93  0.2702
H  -1.46  1.70  2.69  0.3262
H  -1.07  3.27  1.98  0.4321
H  -0.14  2.76  3.28  0.4256
H  1.09  1.43  -0.37  0.7381
H  -1.83  1.36  -0.46  0.3569



Entry 6:
The following is a quantum chemistry calculation of the molecule C9H12N4 in a non-equilibrium geometry, from the Open Molecules 2025 dataset.

## Properties
ΔE to the lowest compared entry with this formula, charge and spin: 150.95 kcal per mole
multiplicity: 1
max |F|: 4.711 eV Å⁻¹
Kohn-Sham gap: 7.250 eV

Each line ends with the Mulliken charge.
Atoms and positions in Å:
C  -4.05  1.23  1.05  -0.4650
C  -4.44  0.02  0.57  -0.3634
C  -2.17  0.34  0.38  -0.3314
C  -2.11  -2.31  -0.87  -0.2195
C  0.03  -1.00  -0.60  -0.0133
C  0.86  1.21  -1.00  -1.5250
C  2.40  -0.75  -0.41  -1.7960
C  0.69  0.19  1.30  -1.5986
C  1.03  -0.10  -0.16  2.2966
N  -2.69  1.42  0.97  -0.5560
N  -3.15  -1.76  -0.35  -0.9328
N  -0.75  -1.83  -0.82  -0.1900
N  -3.23  -0.57  0.09  0.8818
H  -4.74  1.92  1.32  0.4959
H  -5.39  -0.24  0.23  0.3789
H  -2.12  -3.29  -1.18  0.4098
H  1.86  1.41  -1.50  0.4407
H  0.20  1.22  -1.77  0.4076
H  0.71  2.10  -0.31  0.2720
H  3.24  -0.20  0.02  0.4157
H  2.60  -1.04  -1.55  0.3295
H  2.45  -1.65  0.09  0.5024
H  1.38  0.93  1.51  0.5507
H  0.84  -0.62  1.99  0.3766
H  -0.29  0.59  1.36  0.2328